Entry 1:
82
Properties=species:S:1:pos:R:3:lowdin_charge:R:1 method="wB97M-V/def2-TZVPD" total_charge=+1 gap_ev=5.777
H -4.03 -6.37 -1.11 0.10
H 0.73 1.36 -0.90 0.14
N 2.20 -1.19 -0.93 -0.12
C -1.34 -0.81 0.97 0.05
C -1.98 6.92 5.09 -0.11
H -1.31 2.73 -0.77 0.17
H 2.32 -1.33 -3.03 0.11
H 7.68 0.68 -4.68 0.13
C -0.13 -0.32 0.25 0.06
C -1.06 -4.89 -2.26 -0.06
H -1.64 3.51 2.48 0.06
C -2.99 -6.19 2.27 -0.23
O -3.26 6.38 4.77 -0.19
H 0.70 -1.77 -2.32 0.09
H -0.46 -4.26 -2.97 0.07
C -2.59 -4.85 -0.24 -0.11
C 1.55 -1.05 -2.26 -0.08
H 5.25 3.55 -4.06 0.09
C 7.79 3.43 -3.01 -0.11
C -2.51 0.11 0.96 -0.14
H -1.55 -5.77 -2.78 0.09
C -0.19 1.00 -0.38 0.03
C -1.47 4.45 3.02 -0.11
H -1.54 -4.71 3.18 0.12
H 3.05 0.82 -0.66 0.09
H -4.28 -3.37 -2.37 0.08
H -3.77 6.07 1.46 0.12
C -1.39 -2.19 1.72 -0.13
O 7.58 2.65 -4.18 -0.19
C -3.18 -6.94 3.63 -0.07
H -3.87 4.76 2.64 0.11
H 5.54 0.02 -3.67 0.12
H -3.30 7.74 3.21 0.13
H -0.45 -5.34 -1.43 0.09
H -2.10 7.94 5.46 0.09
O -1.98 5.53 2.25 -0.20
B 1.24 -1.16 0.19 -0.49
O 5.07 1.83 -2.88 -0.22
C -2.08 -5.03 2.26 0.05
H 7.08 3.19 -2.22 0.08
H -3.05 -3.79 -3.62 0.08
H -3.89 -5.13 -2.78 0.07
H 3.83 -0.54 0.24 0.10
N -1.31 1.80 -0.34 0.08
O -0.99 -3.27 0.89 -0.08
H 3.60 2.91 -3.83 0.08
H 8.81 3.27 -2.64 0.09
H 4.11 -0.44 -1.54 0.09
C -2.48 1.42 0.30 -0.46
C 5.73 1.07 -3.89 -0.20
O 1.56 -1.91 1.34 0.14
H -4.28 -7.00 3.85 0.08
C -3.51 -5.99 -0.20 0.00
C -3.46 -4.10 -2.62 -0.10
H -2.01 -3.01 -1.39 0.12
C -1.88 -4.36 0.96 -0.19
C -2.27 -4.08 -1.58 -0.34
H -2.39 -2.37 2.20 0.15
C -3.39 5.72 2.42 -0.21
H -4.41 -7.54 1.13 0.11
H -0.67 -2.07 2.59 0.16
H -4.57 2.51 -0.85 -0.09
S -3.91 2.53 0.36 0.85
C 7.24 1.30 -3.89 -0.20
C 4.57 3.07 -3.35 -0.11
H 2.54 -1.87 1.39 0.11
C 3.34 -0.26 -0.74 -0.06
H -1.94 4.39 4.01 0.09
H -4.80 6.86 3.54 0.13
H -0.40 4.61 3.15 0.09
H 7.68 0.99 -2.94 0.13
H -2.81 -8.00 3.54 0.09
H 4.44 3.73 -2.49 0.09
H 5.30 1.30 -4.87 0.13
H -1.30 6.92 4.24 0.08
F -3.66 -0.23 1.59 0.08
H 1.21 -0.01 -2.50 0.08
H -1.55 6.31 5.88 0.09
H -2.66 -6.41 4.47 0.07
C -3.70 -6.67 1.09 -0.03
C -3.71 6.76 3.48 -0.20
H 7.68 4.48 -3.28 0.09


Entry 2:
98
Properties=species:S:1:pos:R:3:lowdin_charge:R:1 method="wB97M-V/def2-TZVPD" gap_ev="4.497 / 4.664" multiplicity=2 s_squared=0.8119
H -3.83 3.60 5.06 0.02
C -0.01 0.50 -3.62 -0.10
C -1.12 2.10 -5.04 -0.09
H -1.25 5.49 -0.77 0.02
C 1.20 -4.27 -3.37 -0.08
H 0.34 4.51 6.53 0.03
C 4.19 0.31 0.08 -0.10
H 1.73 2.12 3.30 0.02
Br 0.04 -5.65 2.24 0.73
H 0.91 6.93 3.36 0.02
N -3.17 0.25 -1.17 -0.12
C -2.23 1.23 -3.10 -0.22
H -1.27 -5.58 -1.46 0.10
H -2.61 6.53 4.49 0.02
H 0.87 -0.10 -3.40 0.08
N 0.53 -1.41 -1.09 -0.12
C -0.23 4.75 5.63 -0.21
C 1.76 -0.85 -0.74 -0.30
C 1.65 -1.35 2.44 0.00
H -3.15 7.24 2.97 0.02
C -1.11 0.44 -2.76 -0.25
C 1.69 5.10 0.77 -0.22
C 0.50 -2.70 -1.67 -0.31
H 2.23 5.88 0.24 0.04
H 0.85 8.01 1.96 0.04
H -1.02 1.01 4.46 0.01
H 3.09 2.15 0.15 0.09
H -1.11 2.74 -5.92 0.10
H -2.01 2.08 5.46 0.02
C -0.99 1.84 5.16 -0.20
H 2.15 2.56 4.97 0.04
C -0.64 -0.56 1.81 -0.62
C 2.92 -1.63 -0.59 -0.04
N -0.12 -2.92 2.06 0.11
H 2.21 3.78 3.69 0.02
C 0.72 -3.88 2.32 -0.74
Si -3.38 4.76 2.90 0.32
H 4.99 -1.68 -0.07 0.10
H -4.57 3.85 0.92 0.01
H 0.97 1.13 -0.57 0.00
Ir -1.26 -0.55 -1.04 1.15
C -0.55 -4.87 -1.84 -0.09
Te -1.28 2.31 0.65 1.04
C 0.31 7.22 2.50 -0.21
H 1.96 -0.32 2.47 0.11
H -1.05 -3.38 -0.36 0.08
H -0.63 7.64 2.86 0.02
H -1.86 6.86 0.16 0.02
H 5.13 0.75 0.39 0.10
H -5.30 3.74 4.10 0.03
H 2.03 -2.31 -3.13 0.11
C 4.11 -1.05 -0.19 -0.10
C -4.22 3.53 4.05 -0.22
C -2.23 2.05 -4.22 -0.04
H 1.83 -4.51 -4.21 0.10
H -5.33 5.35 1.48 0.03
H -3.84 5.41 0.53 0.01
H -0.35 7.01 -0.76 0.03
H -6.16 0.32 0.32 0.11
H -0.45 1.52 6.06 0.04
C 0.34 -1.67 2.12 -0.19
H 1.56 4.25 0.10 0.01
H 0.85 1.33 -5.39 0.10
H -4.78 2.39 -3.18 0.11
O -1.59 -0.79 1.03 -0.20
C -3.38 1.09 -2.20 -0.25
H -1.27 4.93 5.93 0.02
C -5.40 0.56 -0.41 -0.05
C -0.01 1.31 -4.74 -0.08
Si -0.13 3.32 4.41 0.35
H -3.09 2.67 -4.46 0.10
C -0.44 -3.63 -1.22 -0.05
H 0.17 -6.16 -3.39 0.10
C 1.85 0.52 -0.46 -0.07
C 2.53 -2.40 2.69 -0.04
H 2.87 -2.70 -0.75 0.11
Si 0.03 5.75 1.35 0.31
H 0.17 5.67 5.22 0.01
C 2.06 -3.70 2.64 -0.09
C -4.15 -0.01 -0.30 -0.13
H -4.09 2.51 3.70 0.03
C -3.36 6.46 3.70 -0.21
C 3.05 1.08 -0.06 -0.09
C -0.95 6.33 -0.14 -0.22
H -4.33 6.67 4.15 0.03
C -5.63 1.44 -1.46 -0.06
C -4.37 4.85 1.30 -0.22
C 0.26 -5.19 -2.91 -0.10
Si -1.19 4.06 2.44 0.13
H -3.89 -0.68 0.51 0.11
H -6.60 1.92 -1.57 0.11
O -0.42 0.57 2.32 -0.16
C 1.32 -3.03 -2.76 -0.05
C -4.62 1.71 -2.36 0.00
H 3.56 -2.20 2.92 0.12
H 2.71 -4.54 2.83 0.10
C 1.66 2.91 4.06 -0.20
H 2.31 4.77 1.61 0.02


Entry 3:
32
Properties=species:S:1:pos:R:3:lowdin_charge:R:1 method="wB97M-V/def2-TZVPD" total_charge=-1 gap_ev=8.717
O -1.93 0.67 0.52 -0.41
H 3.44 1.46 0.07 0.13
O 0.35 2.46 0.32 -0.19
C -3.52 0.64 -1.52 -0.68
H -0.05 -2.42 3.45 0.13
F -3.62 1.95 -1.34 0.15
F -0.49 -1.76 -3.73 0.13
H 3.17 3.37 1.76 0.11
C 3.09 1.33 1.09 -0.20
N 2.13 0.19 1.10 -0.07
O -1.33 -3.81 -0.74 -0.28
O 1.70 4.19 -0.03 0.04
C -1.23 -2.64 -3.07 -0.67
H 1.90 2.38 2.52 0.11
H 2.25 -0.41 0.29 0.11
S -1.91 0.06 -0.83 0.59
F -3.56 0.37 -2.82 0.14
C 1.43 3.15 0.54 -0.65
O 0.37 -2.04 -1.09 -0.30
H 3.95 1.07 1.71 0.12
O -0.16 -1.23 1.88 -0.25
F -4.56 0.05 -0.93 0.14
F -2.51 -2.44 -3.40 0.12
N -2.10 -1.48 -0.76 -0.29
F -0.89 -3.86 -3.48 0.12
Pt 0.14 0.60 1.06 1.16
C 2.42 2.60 1.58 -0.12
O 0.93 -0.67 3.81 -0.05
C 0.26 -1.42 3.09 -0.53
O -0.95 0.56 -1.76 -0.28
S -0.98 -2.51 -1.22 0.58
H 2.27 -0.38 1.94 0.08


Entry 4:
121
Properties=species:S:1:pos:R:3:lowdin_charge:R:1 method="wB97M-V/def2-TZVPD" gap_ev="7.852 / 7.115" multiplicity=2 s_squared=0.7925
H -2.64 2.87 1.80 0.09
C -3.49 -1.70 4.46 -0.07
H -1.90 4.40 2.34 0.10
H 0.46 -3.21 -4.39 0.09
H 3.42 0.94 3.88 0.09
C -1.05 2.35 -4.06 -0.08
H -2.07 0.02 -6.07 0.15
C -2.88 -2.52 -1.52 -0.41
N -1.76 3.96 0.25 -0.26
H 5.64 1.90 2.53 0.09
H -8.34 2.53 -1.09 0.10
H -4.85 0.98 0.86 0.09
C -2.87 -1.23 2.21 -0.14
H -7.12 1.95 0.99 0.10
N 2.92 -2.94 0.87 0.00
H -0.34 1.83 -6.00 0.12
C -0.92 1.54 -5.13 0.00
H -4.73 -1.61 -1.60 0.10
C -1.79 3.55 1.65 -0.08
C -3.06 4.49 -0.14 -0.11
B 4.11 -2.04 0.44 -0.63
N 5.55 -4.01 -0.25 0.05
H 1.39 -5.43 2.30 0.09
C -6.76 1.87 -2.38 -0.08
C -4.80 0.97 -1.29 -0.37
H 8.12 -4.14 1.83 0.08
N 1.66 -2.45 0.91 -0.02
C -3.33 -3.84 -1.48 -0.02
C -0.13 1.67 4.33 -0.24
C 0.33 -1.10 -4.23 -0.51
C -7.35 2.09 -1.15 -0.08
H 0.66 4.94 1.56 0.11
C -1.24 -1.13 3.84 -0.29
H 0.35 -2.88 -1.33 0.09
C 4.49 -1.88 -2.17 -0.08
C 6.37 -2.85 1.48 -0.08
Rb 0.41 0.03 -0.01 0.53
H 6.38 -2.07 2.23 0.12
H 3.00 2.40 0.89 0.08
C 1.51 3.17 -1.13 -0.10
C -2.44 0.70 -2.90 -0.39
H -4.38 -4.07 -1.52 0.11
C -2.38 -4.85 -1.39 -0.07
N 3.46 -0.59 2.48 0.09
H 3.90 -4.72 1.49 0.11
C 3.93 0.52 3.02 -0.17
H -3.04 4.81 -1.18 0.09
H 1.28 5.53 0.03 0.13
H -1.08 5.94 0.34 0.12
H -0.14 2.51 5.02 0.12
H -0.71 5.07 -1.14 0.11
H -0.21 0.32 5.98 0.11
H -4.22 -1.97 5.21 0.11
N -1.59 -2.20 -1.46 0.09
O 0.76 1.91 3.23 -0.09
C -2.17 -1.47 4.82 -0.02
C 2.56 3.39 0.99 -0.09
C 0.35 0.42 5.04 -0.16
H -0.14 -3.24 1.62 0.09
C -1.75 1.94 -2.91 -0.07
C 4.24 -0.94 -3.15 -0.08
C 3.51 0.06 -2.48 -0.19
H -2.69 -5.88 -1.35 0.11
C -1.03 -4.52 -1.34 -0.06
H 2.09 3.97 -1.62 0.10
C -5.49 1.31 -2.46 -0.08
C 5.22 0.12 1.30 -0.12
C 6.67 -4.59 0.17 -0.17
C -6.67 1.77 0.02 -0.08
H 5.02 -2.82 -2.21 0.10
H 4.54 -0.96 -4.18 0.09
H -1.16 1.52 3.96 0.11
H 2.08 2.24 -1.22 0.05
C -0.69 -3.18 -1.38 -0.15
H 0.56 3.05 -1.66 0.06
H 2.41 3.59 2.06 0.08
P -3.15 0.16 -1.30 1.05
H -0.87 3.00 1.89 0.05
O 0.38 -0.39 -3.26 0.07
C 1.14 -2.35 -4.44 0.04
O -0.51 -0.89 -5.28 0.02
C -3.85 -1.58 3.12 -0.07
C 5.05 1.02 2.32 -0.08
C -5.40 1.21 -0.06 -0.12
C 2.97 -4.17 1.42 -0.07
H 0.62 -1.70 4.72 0.13
N 3.94 -1.44 -1.01 0.01
H 1.41 0.55 5.30 0.11
H -3.83 3.73 -0.03 0.07
H 0.77 -0.73 3.26 0.08
H 5.95 0.09 0.50 0.13
N 3.33 -0.24 -1.20 0.03
H -7.29 2.13 -3.29 0.10
N -3.74 -1.43 -1.66 -0.12
H -4.87 -1.76 2.79 0.10
H -1.74 2.56 -2.01 0.08
C 0.66 4.75 0.49 -0.21
H -3.34 5.36 0.48 0.09
C 1.70 -4.52 1.82 -0.06
H -0.26 -5.28 -1.26 0.11
C 0.20 -0.85 4.18 -0.13
H 3.27 4.14 0.61 0.10
C -1.53 0.17 -5.15 -0.25
N 1.28 3.45 0.28 -0.26
H -1.86 -1.56 5.85 0.12
H 0.50 2.72 2.78 0.03
C -0.75 4.96 -0.05 -0.21
N -1.59 -1.00 2.55 0.11
C 0.92 -3.40 1.47 -0.20
H 1.60 -2.34 -5.42 0.09
C -2.39 -0.12 -3.97 -0.03
H 3.10 0.98 -2.89 0.10
H -5.03 1.14 -3.42 0.10
N 4.28 -0.85 1.42 -0.03
H -3.10 -1.15 1.16 0.05
H -0.56 3.33 -4.07 0.11
C 7.23 -3.90 1.27 -0.08
H 7.02 -5.48 -0.32 0.09
H 1.89 -2.42 -3.66 0.07
N 5.38 -2.92 0.55 -0.02
H -2.89 -1.09 -3.96 0.12


Entry 5:
20
Properties=species:S:1:pos:R:3:lowdin_charge:R:1 method="wB97M-V/def2-TZVPD" total_charge=+2 gap_ev="10.446 / 7.733" multiplicity=3 s_squared=2.0069
H -9.24 -1.49 -1.14 0.08
N -6.68 -1.12 -0.97 0.22
H -5.75 -1.32 -0.73 0.12
C -9.01 -0.56 -0.66 -0.03
H -9.28 0.37 -1.35 0.16
C 10.63 -0.92 -0.30 -0.05
H 10.72 -1.87 0.44 0.17
N -7.37 1.81 0.73 0.09
H 9.55 -0.53 -0.29 0.15
H 10.14 1.49 0.62 0.20
N 11.18 1.22 0.52 0.10
H -7.80 3.82 1.44 0.09
N 11.55 0.05 0.08 0.11
H -7.33 -0.12 0.75 0.09
H -6.89 -1.58 -1.89 0.18
H -9.68 -0.40 0.16 0.08
H 11.94 1.96 0.85 0.22
H 10.84 -1.37 -1.27 0.10
C -7.55 2.84 1.10 0.03
C -7.60 -0.54 -0.22 -0.11


Entry 6:
62
Properties=species:S:1:pos:R:3:lowdin_charge:R:1 method="wB97M-V/def2-TZVPD" total_charge=+2 gap_ev=1.434
H 8.93 -4.19 1.52 0.17
H -10.18 5.87 3.01 0.10
H -7.53 3.83 3.65 0.11
C 0.64 -2.59 5.19 0.02
C 9.65 -5.60 0.15 -0.35
H 1.29 1.86 4.30 0.11
H -6.00 4.66 2.94 0.11
H 1.75 -0.50 4.69 0.16
H 0.38 -3.08 4.25 0.12
H -0.05 0.92 3.66 0.12
C 4.44 -3.31 -5.87 -1.02
C -2.64 2.04 -7.13 -0.37
H -2.01 -0.09 -6.97 0.10
H -3.08 1.20 -5.39 0.17
H 6.60 -4.17 0.70 0.10
O -1.87 -1.73 -2.07 -0.08
N -7.47 5.97 3.49 0.08
C 7.37 -4.54 0.02 0.08
H 5.21 -2.24 -6.74 0.08
C 0.52 1.14 4.57 0.04
O 3.73 -3.64 -4.93 -0.07
C -1.58 -1.83 -0.88 -0.88
N -3.21 2.14 -5.75 0.11
C 0.03 -1.25 5.40 -0.28
N 1.01 -0.13 5.27 0.09
C -10.01 5.56 4.04 0.04
H -3.36 3.25 -4.03 0.10
H -3.16 0.24 -8.23 0.12
C -8.69 6.24 4.38 -0.35
O -1.15 -0.93 5.85 0.11
O -0.44 -2.52 -0.55 0.02
H 11.41 -5.24 -1.11 0.10
H 7.71 -3.71 -0.60 0.10
H -6.39 4.72 4.69 0.12
O -2.61 3.00 -7.90 0.15
H 8.13 -5.70 1.56 0.17
H -2.40 4.11 -5.19 0.10
H 6.93 -5.35 -0.55 0.12
C -2.34 0.69 -7.66 0.02
H 10.23 -3.95 -1.25 0.09
C -6.79 4.63 3.69 0.05
H -0.13 -2.86 -1.39 0.09
H -7.75 6.10 2.53 0.17
O 5.42 -2.45 -5.83 0.07
O 9.77 -6.81 0.09 0.17
O 4.06 -3.67 -6.96 -0.05
N 8.57 -4.98 1.00 0.12
C -2.55 3.12 -4.75 0.07
H -9.94 4.48 3.93 0.10
H 0.30 -3.26 5.98 0.11
H -10.78 5.97 4.69 0.11
H 11.27 -4.04 0.17 0.09
H -4.20 2.18 -5.94 0.19
H -0.17 1.66 5.23 0.10
H -1.61 2.74 -4.36 0.12
H -1.51 0.84 -8.34 0.11
H 1.72 -2.74 5.19 0.10
H 1.39 0.14 6.16 0.19
C 10.71 -4.64 -0.55 0.04
H -6.71 6.62 3.64 0.17
O -8.63 7.08 5.26 0.17
O -2.25 -1.28 0.05 -0.15


no.,total energy (eV)
1,-57175.946
2,-160438.169
3,-66920.490
4,-83727.136
5,-10281.872
6,-41480.308